Entry 1:
{"formula": "C8H13NO", "method": "ωB97M-V/def2-TZVPD", "gap_ha": 0.373, "total_energy_ev": -12042.0367, "homo_energy_ev": -9.342, "elements": ["N", "C", "C", "C", "C", "C", "C", "C", "C", "H", "H", "H", "H", "H", "H", "H", "H", "H", "H", "H", "O", "H", "H"], "positions_angstrom": [[-3.270, -0.880, 0.293], [-2.060, -1.285, -0.075], [-0.856, -0.389, -0.229], [-0.277, 0.010, 1.147], [0.616, 1.249, 1.108], [1.913, 1.130, 0.306], [1.728, 0.887, -1.199], [1.279, -0.509, -1.552], [0.158, -1.089, -1.110], [-1.203, 0.534, -0.721], [-1.113, 0.215, 1.834], [0.271, -0.845, 1.571], [0.028, 2.095, 0.711], [0.871, 1.517, 2.145], [2.479, 2.065, 0.438], [2.537, 0.325, 0.728], [0.996, 1.618, -1.586], [2.675, 1.099, -1.714], [1.929, -1.093, -2.210], [0.056, -2.173, -1.208], [-1.930, -2.444, 0.470], [-3.507, 0.053, -0.025], [-3.319, -2.092, 0.880]], "mulliken_charge": [-0.573, 0.031, 0.740, -0.754, -0.610, -0.583, -0.755, -0.327, -0.872, 0.393, 0.397, 0.280, 0.340, 0.316, 0.329, 0.305, 0.278, 0.351, 0.380, 0.315, -0.694, 0.208, 0.504]}

***

Entry 2:
{"formula": "C28H49N5O4S4", "method": "ωB97M-V/def2-TZVPD", "gap_ha": 0.304, "total_energy_ev": -88807.2551, "homo_energy_ev": -7.919, "elements": ["N", "C", "C", "C", "C", "H", "H", "H", "H", "H", "N", "C", "C", "C", "C", "H", "H", "H", "H", "H", "N", "C", "C", "C", "C", "H", "H", "H", "H", "H", "N", "C", "C", "C", "C", "H", "H", "H", "H", "H", "N", "C", "C", "C", "C", "H", "H", "H", "H", "H", "C", "S", "O", "C", "H", "H", "H", "H", "H", "H", "C", "S", "O", "C", "H", "H", "H", "H", "H", "H", "C", "S", "O", "C", "H", "H", "H", "H", "H", "H", "C", "S", "O", "C", "H", "H", "H", "H", "H", "H"], "positions_angstrom": [[-8.939, -2.874, -18.919], [-9.848, -3.569, -18.138], [-9.985, -4.783, -18.765], [-9.214, -4.800, -19.925], [-8.614, -3.571, -20.036], [-8.649, -1.932, -18.794], [-10.358, -3.287, -17.239], [-10.559, -5.571, -18.358], [-9.148, -5.591, -20.644], [-7.826, -3.230, -20.666], [-14.218, 2.730, -19.142], [-14.025, 1.931, -20.279], [-14.690, 2.514, -21.343], [-15.351, 3.695, -20.819], [-14.979, 3.826, -19.465], [-13.811, 2.351, -18.289], [-13.397, 1.052, -20.229], [-14.675, 2.086, -22.322], [-15.980, 4.364, -21.417], [-15.225, 4.608, -18.805], [-11.633, -2.654, -21.383], [-12.877, -2.993, -20.922], [-13.724, -2.108, -21.523], [-12.951, -1.228, -22.348], [-11.681, -1.586, -22.217], [-10.877, -3.261, -21.156], [-13.116, -3.787, -20.225], [-14.781, -1.997, -21.368], [-13.387, -0.476, -22.982], [-10.769, -1.218, -22.619], [-11.225, 3.548, -12.782], [-11.467, 2.692, -13.839], [-10.920, 1.460, -13.495], [-10.381, 1.614, -12.227], [-10.605, 2.896, -11.763], [-11.486, 4.511, -12.763], [-11.975, 2.965, -14.741], [-10.886, 0.643, -14.199], [-9.969, 0.800, -11.679], [-10.286, 3.238, -10.791], [-15.236, 2.445, -15.149], [-15.266, 2.467, -13.738], [-16.584, 2.658, -13.482], [-17.352, 2.845, -14.709], [-16.442, 2.773, -15.714], [-14.408, 2.526, -15.694], [-14.380, 2.168, -13.192], [-17.079, 2.579, -12.530], [-18.419, 2.966, -14.814], [-16.477, 2.839, -16.787], [-8.129, -2.279, -15.181], [-9.569, -1.855, -14.325], [-10.786, -2.115, -15.070], [-9.368, -3.145, -13.141], [-8.001, -1.722, -16.118], [-8.206, -3.335, -15.387], [-7.250, -2.129, -14.522], [-9.698, -4.041, -13.675], [-9.917, -2.977, -12.236], [-8.303, -3.286, -12.957], [-14.374, -0.947, -15.355], [-13.957, -0.388, -16.938], [-13.231, 0.943, -16.876], [-12.841, -1.548, -17.548], [-13.547, -1.221, -14.733], [-15.152, -1.714, -15.385], [-14.864, -0.045, -14.947], [-11.959, -1.484, -16.863], [-12.625, -1.407, -18.586], [-13.274, -2.542, -17.381], [-15.316, -4.989, -16.410], [-16.977, -4.315, -16.703], [-16.983, -3.143, -15.838], [-16.763, -3.679, -18.366], [-14.695, -4.096, -16.389], [-14.926, -5.735, -17.080], [-15.330, -5.401, -15.387], [-16.045, -2.843, -18.404], [-17.792, -3.348, -18.550], [-16.605, -4.541, -19.009], [-9.906, 1.309, -16.570], [-9.039, 1.122, -18.120], [-8.251, -0.138, -17.864], [-10.358, 0.781, -19.153], [-9.066, 1.276, -15.851], [-10.619, 0.508, -16.428], [-10.414, 2.276, -16.433], [-10.819, -0.203, -18.984], [-9.995, 0.838, -20.168], [-11.004, 1.646, -18.990]], "mulliken_charge": [0.354, -0.105, -0.788, -0.690, -0.793, 0.177, 0.429, 0.548, 0.395, 0.495, 0.141, -0.374, -0.530, -0.682, -0.626, 0.298, 0.423, 0.459, 0.369, 0.542, 0.165, -0.554, -0.447, -0.593, -0.717, 0.277, 0.471, 0.455, 0.497, 0.497, -0.045, -1.209, 1.014, -0.905, -0.514, 0.186, 0.533, 0.104, 0.420, 0.401, 0.089, -0.427, -0.512, -0.723, -0.276, 0.177, 0.383, 0.398, 0.417, 0.434, -1.005, 0.751, -0.591, -1.208, 0.100, 0.483, 0.398, 0.338, 0.352, 0.416, -0.508, 0.362, -0.499, 1.019, 0.130, 0.238, 0.116, -0.411, -0.528, 0.105, -0.461, 0.390, -0.582, -0.733, -0.246, 0.396, 0.355, 0.095, 0.375, 0.383, -0.299, 0.192, -0.685, -0.262, 0.447, -0.436, 0.442, -0.328, 0.557, 0.307]}

***

Entry 3:
{"formula": "CH4FINP", "method": "ωB97M-V/def2-TZVPD", "gap_ha": 0.346, "total_energy_ev": -22698.5159, "homo_energy_ev": -9.810, "elements": ["C", "N", "F", "P", "I", "H", "H", "H", "H"], "positions_angstrom": [[1.291, -0.367, 0.331], [-0.082, -0.186, -0.128], [-1.416, 2.138, -0.743], [-1.236, 0.603, 0.705], [-3.258, -0.433, -0.190], [1.273, -0.244, 1.462], [1.671, -1.358, -0.142], [1.801, 0.345, -0.187], [-0.043, -0.499, -1.108]], "mulliken_charge": [-0.693, -0.132, -0.546, 0.310, -0.023, 0.277, 0.209, 0.339, 0.260]}

***

Calculated energy above the lowest of the compared OMol25 structures with the same formula, charge and spin in order - 58.1 7.5 35.5 kcal per mole